## i
# C19H19NO3

The molecule C19H19NO3 (ωB97M-V/def2-TZVPD, OMol25).

Values from the calculation:
SMILES string: CC(=O)NCCC1=C(c2ccoc2)Cc2ccc3c(c21)CCO3
LUMO energy: 0.5 eV
Kohn-Sham gap: 8.25 eV
Total charge: 0
HOMO energy: -7.712 eV

Each atom is followed by the atoms it is bonded to, with distances in Å.
Element x y z (Å)
1 O -1.652 4.664 -1.000  C17 1.331, C22 1.432
2 O 3.527 -2.942 0.831  C14 1.322, C18 1.381
3 O -0.451 -0.092 5.882  C21 1.207
4 N -0.669 0.248 3.647  C21 1.436, C23 1.423, H37 1.021
5 C 0.698 -1.586 4.659  C21 1.425, H26 1.081, H30 1.101, H34 1.059
6 C -0.789 3.457 0.811  C7 1.466, C22 1.525, H28 1.117, H38 1.067
7 C -0.521 2.791 -0.468  C6 1.466, C10 1.351, C17 1.340
8 C -0.102 2.011 -3.077  C12 1.406, C16 1.399, H32 1.155
9 C 1.017 -0.201 -2.066  C16 1.593, C20 1.496, H33 1.109, H42 1.103
10 C 0.091 1.610 -0.705  C7 1.351, C16 1.364, C19 1.525
11 C 2.873 -2.547 -1.291  C15 1.489, C18 1.337, H31 1.029
12 C -0.786 3.173 -2.679  C8 1.406, C17 1.335, H24 1.078
13 C 0.879 0.610 1.718  C19 1.530, C23 1.611, H29 1.072, H40 1.099
14 C 2.519 -2.094 0.941  O2 1.322, C15 1.375, H36 1.027
15 C 2.153 -1.681 -0.318  C11 1.489, C14 1.375, C20 1.518
16 C 0.299 1.219 -1.996  C8 1.399, C9 1.593, C10 1.364
17 C -1.074 3.543 -1.429  O1 1.331, C7 1.340, C12 1.335
18 C 3.727 -3.215 -0.509  O2 1.381, C11 1.337, H25 1.111
19 C 0.790 0.593 0.191  C10 1.525, C13 1.530, C20 1.426
20 C 1.380 -0.413 -0.630  C9 1.496, C15 1.518, C19 1.426
21 C -0.261 -0.538 4.777  O3 1.207, N4 1.436, C5 1.425
22 C -1.889 4.426 0.392  O1 1.432, C6 1.525, H27 1.061, H41 1.124
23 C -0.462 -0.086 2.279  N4 1.423, C13 1.611, H35 1.092, H39 1.093
24 H -1.016 3.925 -3.416  C12 1.078
25 H 4.440 -3.999 -0.842  C18 1.111
26 H 0.679 -2.213 5.540  C5 1.081
27 H -2.043 5.283 0.997  C22 1.061
28 H -1.196 2.762 1.584  C6 1.117
29 H 0.929 1.605 2.114  C13 1.072
30 H 1.717 -1.207 4.493  C5 1.101
31 H 2.660 -2.388 -2.285  C11 1.029
32 H 0.169 1.689 -4.153  C8 1.155
33 H 1.905 -0.074 -2.717  C9 1.109
34 H 0.431 -2.242 3.871  C5 1.059
35 H -1.228 0.319 1.614  C23 1.092
36 H 2.085 -1.890 1.849  C14 1.027
37 H -1.057 1.162 3.881  N4 1.021
38 H 0.033 4.072 1.104  C6 1.067
39 H -0.444 -1.176 2.205  C23 1.093
40 H 1.679 0.001 2.162  C13 1.099
41 H -2.921 3.992 0.491  C22 1.124
42 H 0.350 -0.976 -2.481  C9 1.103

=====

## ii
# C19H19NO3

The molecule C19H19NO3 (ωB97M-V/def2-TZVPD, OMol25).

Values from the calculation:
SMILES string: O=COc1ccc2nc(C=C3[C@H]4C[C@@H]5C[C@@H](C[C@H]3C5)C4)oc2c1
LUMO energy: 0.2 eV
Kohn-Sham gap: 8.48 eV
Total charge: 0
HOMO energy: -8.300 eV

Each atom is followed by the atoms it is bonded to, with distances in Å.
Element x y z (Å)
1 O -0.679 -1.129 -0.982  C7 1.354, C12 1.379
2 O -2.851 -4.059 -7.007  C14 1.212
3 O -2.578 -3.432 -4.828  C10 1.365, C14 1.341
4 N 1.021 -2.586 -0.719  C12 1.306, C18 1.365
5 C -1.234 1.827 1.590  C9 1.530, C19 1.543, H35 1.074, H40 1.092
6 C 0.997 -0.816 0.890  C12 1.460, C16 1.410, H29 1.055
7 C -0.768 -2.103 -1.918  O1 1.354, C11 1.417, C18 1.358
8 C 0.401 -4.035 -2.694  C17 1.404, C18 1.401, H27 1.117
9 C -0.050 1.557 0.659  C5 1.530, C16 1.507, C22 1.548, H33 1.093
10 C -1.638 -3.351 -3.842  O3 1.365, C11 1.390, C17 1.420
11 C -1.739 -2.308 -2.929  C7 1.417, C10 1.390, H34 1.077
12 C 0.447 -1.499 -0.278  O1 1.379, N4 1.306, C6 1.460
13 C 1.429 0.949 2.603  C16 1.488, C21 1.545, C23 1.552, H36 1.111
14 C -2.159 -3.827 -6.039  O2 1.212, O3 1.341, H38 1.085
15 C 0.067 3.597 2.776  C19 1.555, C20 1.524, H26 1.097, H41 1.113
16 C 0.805 0.510 1.326  C6 1.410, C9 1.507, C13 1.488
17 C -0.526 -4.226 -3.730  C8 1.404, C10 1.420, H42 1.068
18 C 0.272 -2.968 -1.794  N4 1.365, C7 1.358, C8 1.401
19 C -0.706 2.262 2.974  C5 1.543, C15 1.555, C23 1.564, H24 1.085
20 C 1.266 3.347 1.869  C15 1.524, C21 1.533, C22 1.548, H31 1.086
21 C 2.200 2.279 2.452  C13 1.545, C20 1.533, H25 1.091, H32 1.091
22 C 0.823 2.823 0.481  C9 1.548, C20 1.548, H28 1.072, H37 1.117
23 C 0.261 1.200 3.594  C13 1.552, C19 1.564, H30 1.115, H39 1.092
24 H -1.578 2.401 3.603  C19 1.085
25 H 3.052 2.134 1.786  C21 1.091
26 H 0.395 3.889 3.781  C15 1.097
27 H 1.259 -4.730 -2.523  C8 1.117
28 H 0.239 3.566 -0.025  C22 1.072
29 H 1.741 -1.362 1.402  C6 1.055
30 H -0.291 0.246 3.758  C23 1.115
31 H 1.775 4.292 1.711  C20 1.086
32 H 2.612 2.618 3.403  C21 1.091
33 H -0.425 1.222 -0.311  C9 1.093
34 H -2.539 -1.589 -2.994  C11 1.077
35 H -1.822 2.648 1.225  C5 1.074
36 H 2.111 0.195 3.051  C13 1.111
37 H 1.702 2.607 -0.173  C22 1.117
38 H -1.096 -3.890 -6.248  C14 1.085
39 H 0.622 1.540 4.566  C23 1.092
40 H -1.830 0.912 1.609  C5 1.092
41 H -0.605 4.350 2.307  C15 1.113
42 H -0.383 -5.060 -4.381  C17 1.068

=====

What should be chosen as the least stable of them? Choose i.